Record 1
Molecular formula: C23H29N3O4S
Method: DFT, ωB97M-V/def2-TZVPD

Structure (XYZ):
```
60
Properties=species:S:1:pos:R:3:forces:R:3:nbo_charge:R:1
S -0.352 -3.631 0.370 0.09 -0.52 -0.47 -0.2766
O 0.710 -3.186 5.114 -0.07 0.17 -0.14 -0.5492
O 0.386 1.427 1.508 -0.07 -0.43 -0.27 -0.5248
O 0.456 -0.652 -3.613 0.05 0.23 0.00 -0.5258
O 1.231 3.756 -4.596 0.03 0.16 0.01 -0.5937
N -0.731 -2.653 2.776 0.16 0.48 0.15 -0.5891
N -0.160 -1.096 1.221 -0.06 0.17 0.86 -0.5956
N 0.952 1.932 -3.325 0.21 -0.37 -0.42 -0.6057
C -1.480 3.446 -2.440 0.09 0.07 -0.04 -0.2115
C 0.269 -2.040 -3.834 -0.02 -0.36 -0.19 -0.0641
C 0.707 -3.751 6.414 0.06 -0.12 0.41 -0.0632
C 0.107 -0.394 0.049 0.14 0.32 -0.37 0.1895
C 0.571 -4.214 4.135 -0.29 -0.26 -0.55 0.0857
C -2.075 5.474 -1.300 -0.04 0.03 0.00 -0.2071
C -0.234 3.984 -2.746 -0.27 0.30 -0.04 -0.0711
C 0.083 -5.137 6.280 0.06 0.21 -0.06 -0.4322
C 0.648 1.753 -0.908 0.09 -0.15 0.13 -0.3011
C -0.732 -3.973 3.351 0.36 -0.26 0.30 -0.2489
C 0.645 1.192 -2.181 -0.10 -0.52 0.30 0.0842
C -0.837 6.014 -1.609 -0.03 0.06 0.06 -0.2146
C 0.378 0.980 0.207 -0.06 -0.28 -0.03 0.2505
C -0.393 -2.405 1.482 -0.21 0.01 -0.02 0.3016
C 0.561 -5.549 4.888 0.05 0.25 0.02 -0.4308
C 0.561 2.804 1.778 -0.11 0.48 0.18 -0.0566
C 0.720 3.240 -3.621 0.06 -0.02 -0.11 0.6479
C 0.400 -0.182 -2.335 0.00 0.61 0.24 0.3414
C -0.704 3.617 1.526 0.28 -0.36 -0.03 -0.6422
C -2.396 4.193 -1.722 -0.10 0.00 -0.02 -0.2091
C 0.127 -0.957 -1.219 0.02 0.01 -0.21 -0.3565
C 0.077 5.277 -2.341 0.11 -0.20 -0.07 -0.2048
C 0.437 -2.291 -5.324 -0.03 0.19 0.41 -0.6181
H -0.165 -0.472 2.022 -0.03 -0.13 -0.10 0.4101
H 0.287 -3.345 -5.537 -0.01 -0.11 -0.05 0.2156
H 0.878 2.800 -0.814 0.02 0.06 0.10 0.2319
H -1.589 -4.056 4.025 0.02 -0.08 0.01 0.1940
H -1.005 -5.069 6.306 -0.02 -0.01 0.05 0.2028
H -0.074 -2.009 -1.315 0.01 0.01 -0.02 0.2672
H -0.735 -2.339 -3.508 0.11 0.04 0.05 0.1772
H -1.734 2.451 -2.775 -0.01 -0.10 -0.01 0.2258
H 0.148 -3.082 7.073 0.07 -0.07 0.00 0.1872
H 0.822 2.837 2.840 0.05 0.04 -0.18 0.1920
H -2.792 6.052 -0.737 -0.06 0.05 0.05 0.2155
H 1.405 3.205 1.205 -0.01 -0.08 0.07 0.1738
H -0.543 -1.927 3.456 -0.04 0.00 -0.09 0.3930
H -0.289 -1.707 -5.884 -0.07 0.02 -0.08 0.2141
H -0.588 7.015 -1.288 0.02 0.08 0.02 0.2164
H 1.435 -2.002 -5.643 0.09 -0.01 -0.06 0.2122
H -0.826 -4.699 2.541 -0.04 0.09 0.17 0.2495
H 1.009 -2.614 -3.262 -0.11 0.07 0.02 0.1794
H -1.007 3.548 0.484 -0.03 0.06 -0.06 0.2237
H -0.090 -6.276 4.410 0.01 -0.08 -0.05 0.2218
H -3.366 3.777 -1.492 -0.08 -0.03 0.01 0.2171
H 1.401 1.399 -4.060 -0.05 0.23 0.02 0.4239
H -1.515 3.245 2.147 -0.09 -0.01 0.06 0.2113
H 1.037 5.693 -2.608 0.08 0.05 -0.06 0.2294
H 1.570 -5.958 4.941 -0.01 -0.05 -0.03 0.2135
H 0.413 -5.816 7.062 -0.04 -0.04 0.06 0.2205
H 1.741 -3.825 6.779 -0.11 0.01 0.01 0.1638
H 1.413 -4.137 3.436 -0.11 -0.02 0.07 0.1915
H -0.523 4.660 1.770 0.00 0.15 0.01 0.2172
```
Positions in Å, forces in eV/Å.

Gap between HOMO and LUMO, eV: 8.041
Energy relative to the best compared isomer or geometry (same formula, charge and spin), kcal/mol: 34.2
SMILES string: CCOc1cc(NC(=S)NC[C@@H]2CCCO2)c(OCC)cc1NC(=O)c1ccccc1
F_max, hartree/bohr: 0.01716



Record 2
Molecular formula: C23H29N5O4
Method: DFT, ωB97M-V/def2-TZVPD

Structure (XYZ):
```
61
Properties=species:S:1:pos:R:3:forces:R:3:nbo_charge:R:1
O 1.959 2.006 -2.100 -0.06 0.11 -0.05 -0.4366
O -2.333 -4.646 0.698 0.36 -0.34 0.04 -0.6324
O -0.055 2.588 -1.639 0.10 0.05 -0.08 -0.3952
O -5.434 -1.214 -0.498 -0.17 -0.09 -0.08 -0.6608
N 4.846 -0.369 0.579 0.02 0.10 0.02 -0.4568
N -4.343 -3.858 0.031 -0.55 -0.19 -0.21 -0.8344
N 2.730 -0.439 -1.715 0.30 0.57 -0.29 -0.5738
N -3.486 -0.172 -0.067 0.30 0.12 -0.09 -0.6021
N 0.813 1.735 -1.732 0.15 1.01 -0.15 0.5176
C -5.048 2.057 0.948 0.00 -0.13 -0.11 -0.2041
C -0.846 0.159 -1.045 0.03 -0.05 0.01 -0.2015
C 1.453 -0.640 -1.357 -0.16 0.46 -0.15 0.2297
C -5.526 1.094 0.064 -0.33 0.23 0.07 -0.0844
C 4.262 -1.517 -0.055 -0.14 -0.15 -0.53 -0.2081
C -2.803 -2.295 0.976 0.01 -0.23 -0.11 -0.5173
C -6.932 3.460 0.450 0.01 0.03 0.04 -0.1911
C 4.594 1.607 1.960 -0.11 0.14 -0.25 -0.4017
C -2.704 -1.374 -0.267 -0.28 -0.22 0.00 -0.0705
C 6.806 0.997 1.003 -0.04 0.15 -0.28 -0.3998
C 0.492 0.407 -1.389 -0.40 -1.31 0.40 -0.0157
C 5.913 2.158 1.429 0.04 -0.19 0.22 -0.3974
C -6.725 1.320 -0.607 0.13 -0.13 0.01 -0.1753
C -7.420 2.500 -0.421 -0.02 0.02 -0.02 -0.2108
C 0.977 -1.909 -0.952 0.02 -0.06 0.00 -0.2857
C 3.945 0.719 0.901 0.00 0.12 0.40 -0.2172
C 6.073 0.122 -0.012 0.20 -0.07 0.25 -0.2178
C -1.273 -1.078 -0.638 0.06 0.23 -0.08 -0.0159
C -5.752 3.233 1.139 0.01 0.12 0.05 -0.2121
C -3.117 -3.729 0.564 0.01 0.44 0.25 0.6735
C -4.830 -0.196 -0.183 0.28 0.14 0.06 0.6606
C -0.329 -2.122 -0.609 0.05 0.25 -0.05 -0.1510
C 3.817 -1.362 -1.537 0.20 -0.39 0.62 -0.2447
H -3.616 -1.943 1.612 0.03 0.02 -0.03 0.2351
H -1.522 0.996 -1.135 -0.01 -0.02 0.02 0.2439
H -3.174 -1.894 -1.115 0.07 0.12 0.20 0.2334
H 6.410 2.757 2.194 0.01 0.08 -0.04 0.2094
H 5.717 2.803 0.570 0.01 0.08 -0.03 0.1950
H 3.397 -1.820 0.541 0.03 -0.09 -0.01 0.1994
H 3.540 -2.349 -1.918 0.10 0.01 -0.08 0.1978
H 4.781 1.012 2.856 -0.05 -0.02 0.06 0.2017
H -4.639 -4.757 -0.311 0.11 -0.01 0.02 0.3997
H -7.473 4.382 0.599 -0.04 0.07 0.02 0.2173
H 3.012 0.298 1.285 -0.02 0.02 -0.09 0.2013
H -3.021 0.654 0.271 -0.10 0.03 -0.08 0.4059
H 1.664 -2.737 -0.923 0.09 -0.08 0.01 0.2230
H 7.053 0.390 1.876 0.06 -0.06 0.00 0.2030
H 5.000 -2.325 -0.023 -0.07 -0.08 0.02 0.1984
H -8.345 2.670 -0.952 -0.07 0.01 -0.05 0.2184
H 2.955 0.519 -1.973 -0.16 -0.39 0.08 0.4371
H 7.734 1.368 0.565 0.06 -0.01 0.01 0.2059
H 5.883 0.718 -0.923 0.04 -0.04 -0.05 0.1557
H 3.915 2.421 2.220 -0.03 0.02 0.05 0.2071
H -7.093 0.557 -1.275 -0.03 -0.06 -0.04 0.2330
H -4.926 -3.045 -0.144 0.09 -0.05 0.01 0.4322
H 6.696 -0.734 -0.284 -0.01 0.02 -0.08 0.2000
H -5.378 3.974 1.829 0.02 0.05 0.06 0.2182
H 4.657 -0.997 -2.129 -0.07 -0.08 -0.05 0.2115
H -1.878 -2.276 1.552 -0.07 -0.07 -0.02 0.2353
H 3.711 1.340 0.020 -0.07 -0.01 0.05 0.1641
H -0.641 -3.113 -0.318 -0.01 -0.19 0.09 0.2447
H -4.144 1.889 1.517 0.07 -0.01 0.04 0.2054
```
Positions in Å, forces in eV/Å.

Gap between HOMO and LUMO, eV: 7.455
Energy relative to the best compared isomer or geometry (same formula, charge and spin), kcal/mol: 80.0
SMILES string: NC(=O)C[C@@H](NC(=O)c1ccccc1)c1ccc(NCCN2CCCCC2)c([N+](=O)[O-])c1
F_max, hartree/bohr: 0.02776



Record 3
Molecular formula: C23H29NO4
Method: DFT, ωB97M-V/def2-TZVPD

Structure (XYZ):
```
57
Properties=species:S:1:pos:R:3:forces:R:3:nbo_charge:R:1
O -4.020 -1.238 0.970 -0.26 0.13 0.25 -0.5452
O -2.270 0.570 2.135 -0.09 -0.34 0.41 -0.7375
O 6.931 -1.590 0.578 -0.25 -0.09 -0.31 -0.4844
O 6.341 1.200 0.751 -0.41 -0.02 -0.04 -0.4959
N 1.389 1.257 -0.456 0.16 0.10 -0.10 -0.4479
C -1.445 0.333 -0.203 -0.14 -0.15 -0.06 -0.0764
C 5.474 0.307 0.171 0.02 0.00 -0.08 0.2841
C -7.232 0.404 1.170 0.02 0.00 0.00 -0.1861
C -7.008 -0.459 -1.048 -0.11 0.06 0.03 -0.1862
C -5.983 -0.088 1.489 0.20 -0.11 -0.06 -0.2852
C 7.644 0.687 0.910 0.37 -0.45 0.10 -0.0967
C 0.949 0.464 0.674 -0.10 -0.25 0.14 -0.2251
C 5.775 -1.054 0.064 -0.04 -0.04 0.04 0.1981
C 0.298 2.068 -0.948 -0.23 0.07 -0.14 -0.2119
C -7.751 0.223 -0.102 -0.12 0.02 -0.10 -0.2418
C -2.119 1.197 0.892 0.13 0.18 -0.42 -0.0671
C 3.692 -1.409 -1.082 -0.03 0.08 -0.01 -0.2172
C 4.881 -1.901 -0.576 0.24 0.12 0.13 -0.2371
C -5.232 -0.775 0.535 -0.25 0.16 0.12 0.3835
C -5.753 -0.958 -0.740 0.33 -0.19 0.02 -0.3282
C -0.952 1.262 -1.330 0.18 0.06 0.27 -0.4128
C 3.371 -0.064 -0.951 0.06 -0.08 -0.06 -0.0363
C -3.070 -1.722 0.040 0.35 -0.12 -0.57 -0.0756
C 7.587 -0.729 1.480 0.14 0.53 0.18 -0.0958
C 4.271 0.786 -0.328 0.18 -0.17 0.05 -0.2509
C -2.460 -0.636 -0.853 -0.04 0.02 0.44 -0.4205
C -0.253 -0.443 0.378 0.07 0.27 0.04 -0.4324
C 2.076 0.490 -1.482 -0.03 0.08 0.02 -0.2287
H 3.008 -2.083 -1.575 -0.11 -0.06 -0.05 0.2086
H 8.166 1.367 1.585 0.00 -0.09 -0.06 0.2006
H -3.090 1.551 0.512 0.10 0.03 -0.03 0.1626
H 2.298 1.179 -2.305 -0.10 -0.06 -0.02 0.2063
H 0.643 2.633 -1.818 -0.01 0.05 0.06 0.1997
H 5.136 -2.945 -0.659 0.04 -0.14 0.01 0.2242
H 8.588 -1.139 1.629 -0.07 0.08 0.03 0.2001
H 1.471 -0.335 -1.893 0.07 0.03 -0.05 0.1657
H -7.802 0.935 1.918 -0.04 0.04 0.07 0.2162
H -3.271 -0.042 -1.282 0.01 -0.02 -0.11 0.2151
H -5.200 -1.490 -1.499 0.09 -0.03 -0.04 0.2184
H -7.403 -0.608 -2.042 -0.02 -0.01 -0.07 0.2143
H -3.524 -2.499 -0.588 0.03 0.04 0.13 0.1805
H 7.050 -0.710 2.439 0.08 -0.03 -0.08 0.1784
H -1.501 2.074 1.092 -0.07 0.02 -0.08 0.1790
H 0.046 -1.224 -0.325 0.00 -0.10 -0.05 0.1941
H -2.917 -0.144 2.032 0.01 0.15 0.03 0.4834
H -1.958 -1.152 -1.676 0.00 0.00 -0.05 0.2122
H 1.790 -0.145 1.012 -0.06 0.06 0.11 0.2134
H -5.565 0.047 2.475 0.06 0.02 0.12 0.2250
H 0.687 1.156 1.478 0.04 -0.03 0.09 0.1986
H -1.752 1.951 -1.611 -0.09 0.02 -0.10 0.2114
H 8.159 0.663 -0.061 -0.04 0.04 0.11 0.1778
H 0.053 2.789 -0.163 -0.01 0.06 -0.07 0.1914
H 4.041 1.833 -0.217 -0.03 0.18 0.03 0.2333
H -0.714 0.657 -2.208 -0.08 -0.02 -0.08 0.1998
H -0.547 -0.919 1.314 0.01 -0.11 -0.04 0.2288
H -2.300 -2.194 0.654 -0.09 -0.01 -0.09 0.2039
H -8.726 0.611 -0.354 -0.08 0.03 -0.02 0.2145
```
Positions in Å, forces in eV/Å.

Gap between HOMO and LUMO, eV: 8.872
Energy relative to the best compared isomer or geometry (same formula, charge and spin), kcal/mol: 34.0
SMILES string: OCC1(CCOc2ccccc2)CCN(Cc2ccc3c(c2)OCCO3)CC1
F_max, hartree/bohr: 0.01317



We obtain E_HOMO values of -7.42 -8.01 -8.15 eV for the records listed above, in that order.
We obtain calculated total energy values of -1757.26948 -1468.55245 -1249.51776 a.u. for the records listed above, in that order.